1.
2 unconnected molecules or ions with the total composition C10H16O. Source: the OMol25 dataset; level of theory: ωB97M-V/def2-TZVPD.

Last column: Mulliken charge in e.
Positions of all 27 atoms, in Å:
C  1.1199  -0.2791  2.8622  -0.884
C  1.0522  1.1802  2.9185  -0.663
C  1.2973  1.7226  1.5536  0.760
C  2.4414  2.4653  1.2703  -0.711
C  2.4199  2.9623  -0.0096  -0.312
C  1.3801  2.9068  -0.8659  -0.528
C  0.2939  2.0634  -0.6534  -0.587
C  0.2847  1.4796  0.5708  -0.436
H  0.5863  -0.9609  3.7312  0.261
H  2.1268  -0.6687  2.8890  0.292
H  0.4279  -0.6304  2.0445  0.210
H  -0.0084  1.3393  3.2385  0.242
H  1.7025  1.6623  3.7038  0.338
H  3.2292  2.3025  1.7916  0.525
H  3.3607  3.3744  -0.2297  0.377
H  1.4329  3.2796  -1.8615  0.341
H  -0.3170  1.8276  -1.4592  0.482
H  -0.5366  0.8480  0.9073  0.292
C  -2.2382  -3.5679  -1.8612  -0.956
C  -2.2361  -2.6801  -3.0655  0.047
O  -3.4285  -2.0535  -3.2840  -0.544
H  -2.0489  -4.6348  -2.0815  0.254
H  -3.2647  -3.6826  -1.3694  0.295
H  -1.6451  -3.2131  -1.0540  0.265
H  -1.4033  -1.8843  -3.0116  0.144
H  -1.9378  -3.1984  -4.0546  0.202
H  -4.0910  -1.9602  -2.6202  0.294

Orbital gap   9.5999 eV
E_LUMO   0.7 eV
Energy above the lowest of the compared OMol25 structures with the same formula, charge and spin   79.2 kcal per mole
E_HOMO   -8.87 eV

***

2.
2 unconnected molecules or ions with the total composition C10H16O. Source: the OMol25 dataset; level of theory: ωB97M-V/def2-TZVPD.

Last column: Mulliken charge in e.
Positions of all 27 atoms, in Å:
C  1.1656  1.7006  1.0671  -1.515
C  0.1078  1.8454  0.0345  0.777
C  -1.2107  2.3218  0.4712  -0.592
C  -2.2004  2.4867  -0.4539  -0.576
C  -2.0540  1.9431  -1.7234  0.850
O  -3.1520  2.0612  -2.5256  -0.535
C  -0.8230  1.4843  -2.2034  -0.722
C  0.2774  1.5957  -1.3133  -0.460
H  1.4351  2.5828  1.6812  0.453
H  2.0386  1.5496  0.3812  0.366
H  1.1178  0.9617  1.8703  0.284
H  -1.1380  2.4490  1.5507  0.357
H  -3.0912  3.0669  -0.1963  0.368
H  -3.2337  1.5416  -3.3351  0.314
H  -0.6833  1.0414  -3.1747  0.329
H  1.2635  1.7231  -1.7823  0.325
C  1.2445  -1.4659  0.7584  -0.941
C  1.4229  -2.9458  1.1119  -0.398
C  0.2574  -3.8467  0.6965  -1.116
H  0.3071  -1.0910  1.2321  0.303
H  1.2330  -1.4014  -0.3093  0.276
H  2.0442  -0.8463  1.1896  0.305
H  2.4007  -3.2593  0.7013  0.344
H  1.5170  -3.1822  2.1907  0.295
H  0.5018  -4.5087  -0.1218  0.268
H  -0.0377  -4.4933  1.5361  0.314
H  -0.7104  -3.3144  0.6664  0.329

Orbital gap   9.0467 eV
E_LUMO   0.8 eV
Energy above the lowest of the compared OMol25 structures with the same formula, charge and spin   54.8 kcal per mole
E_HOMO   -8.21 eV

***

3.
2 unconnected molecules or ions with the total composition C10H16O. Source: the OMol25 dataset; level of theory: ωB97M-V/def2-TZVPD.

Last column: Löwdin spin population.
Positions of all 27 atoms, in Å:
C  -0.8512  -2.8557  1.6995  0.000
C  -0.8181  -2.0369  2.9586  0.000
O  -1.8034  -2.5537  0.7279  0.001
H  0.0857  -3.0371  1.1160  0.000
H  -1.2142  -3.8686  2.1288  0.000
H  0.0376  -2.5174  3.4211  0.000
H  -2.6130  -2.6587  1.1066  0.000
H  -1.6382  -1.6590  3.6757  0.000
H  -0.2623  -1.1318  2.6711  0.000
C  -0.8625  1.2725  -2.1879  0.038
C  -1.8335  2.3583  -1.6741  0.004
C  0.3521  0.9868  -1.3198  0.213
C  0.9429  2.0120  -0.5793  0.006
C  1.1906  -0.2017  -1.4438  0.262
C  2.1224  1.8312  0.2078  0.197
C  2.3936  -0.3642  -0.7426  0.002
C  2.9276  0.6841  0.0612  0.232
H  -1.5720  0.3786  -2.2093  0.003
H  -0.4014  1.5659  -3.0493  0.017
H  -2.3333  2.0196  -0.7784  0.001
H  0.2993  2.8803  -0.4311  -0.002
H  0.7836  -0.8365  -2.2112  0.011
H  2.4353  2.4383  0.9406  0.011
H  2.9270  -1.2951  -0.8919  -0.003
H  3.8579  0.6551  0.6642  0.009
H  -2.6990  2.5552  -2.3624  0.000
H  -1.4535  3.3786  -1.4979  0.000

Orbital gap (spin up / spin down)   8.1659 / 4.1772 eV
E_LUMO (spin up / spin down)   -4.3 / -8.3 eV
Energy above the lowest of the compared OMol25 structures with the same formula, charge and spin   73.8 kcal per mole
Spin multiplicity   2
Charge   +1
E_HOMO (spin up / spin down)   -12.49 / -12.49 eV
<S²>   0.77

***

4.
2 unconnected molecules or ions with the total composition C10H16O. Source: the OMol25 dataset; level of theory: ωB97M-V/def2-TZVPD.

Last column: Löwdin spin population.
Positions of all 27 atoms, in Å:
C  -0.4812  -0.4122  -2.0452  0.002
C  -1.0279  -1.5808  -1.1662  0.003
C  -0.9465  -0.5265  -3.5637  0.001
H  -0.8745  0.4772  -1.5650  0.001
H  0.7299  -0.3904  -2.1054  0.000
H  -1.0447  -2.5067  -1.8623  0.000
H  -0.9884  0.4816  -3.9221  0.000
H  -1.9836  -1.4647  -0.7760  0.000
H  -0.5071  -1.7203  -0.3415  0.001
H  -0.0993  -0.9578  -4.1274  0.000
H  -1.9647  -1.0290  -3.6883  0.000
C  0.3129  2.9680  1.0863  0.041
C  -0.4804  -0.7023  1.6433  0.077
C  -0.5215  0.5985  1.2072  0.068
C  0.8381  -1.0543  1.9873  0.209
C  0.5340  1.4633  1.2631  0.235
C  1.9453  -0.2223  2.1886  0.111
C  1.8181  1.0891  1.6688  0.027
O  1.2475  -2.3812  2.3160  0.184
H  -1.3077  -1.4862  1.6636  0.000
H  -1.5358  1.0807  0.7111  0.000
H  0.4860  -2.9888  2.3127  0.001
H  2.7544  -0.8172  2.5491  0.003
H  1.1537  3.6340  0.6670  0.002
H  -0.2927  3.3268  2.0652  0.022
H  2.6800  2.0063  1.6918  -0.001
H  -0.4442  3.1152  0.1422  0.012

Orbital gap (spin up / spin down)   10.2758 / 6.4026 eV
E_LUMO (spin up / spin down)   -3.9 / -7.8 eV
Energy above the lowest of the compared OMol25 structures with the same formula, charge and spin   80.7 kcal per mole
Spin multiplicity   2
Charge   +1
E_HOMO (spin up / spin down)   -14.14 / -14.19 eV
<S²>   0.77

***

5.
2 unconnected molecules or ions with the total composition C10H16O2. Source: the OMol25 dataset; level of theory: ωB97M-V/def2-TZVPD.

Last column: Mulliken charge in e.
Positions of all 28 atoms, in Å:
C  1.9619  -3.4852  0.0795  -1.483
C  0.7507  -2.6259  0.3464  0.822
C  0.1104  -1.9892  -0.7029  -0.747
C  -0.9168  -1.0943  -0.4194  -0.154
C  -1.3290  -0.9106  0.8790  0.134
O  -2.1790  0.1310  1.2636  -0.527
C  -0.7323  -1.6103  1.9369  -0.441
C  0.3363  -2.4405  1.6669  -0.586
H  2.9048  -2.9378  0.2299  0.290
H  2.0533  -3.6859  -0.9807  0.379
H  2.0360  -4.4260  0.6186  0.374
H  0.5170  -2.0777  -1.7020  0.311
H  -1.3542  -0.5208  -1.2249  0.481
H  -3.0986  -0.0511  1.0195  0.336
H  -1.1393  -1.3408  2.9097  0.399
H  0.8455  -2.9626  2.4625  0.403
C  0.5135  2.3905  -2.3225  -1.015
C  0.1716  3.1690  -1.0626  0.641
C  -0.1720  2.2716  0.1199  -1.227
O  1.1709  4.1869  -0.9040  -0.573
H  1.2864  2.9213  -2.8700  0.383
H  -0.3445  2.3065  -2.9954  0.257
H  0.8372  1.3773  -2.0912  0.185
H  -0.7669  3.7343  -1.1608  0.129
H  0.6017  1.6401  0.5447  0.378
H  -0.5336  2.9183  0.9268  0.415
H  -0.9949  1.6408  -0.1714  0.145
H  1.1601  4.5060  0.0047  0.292

Orbital gap   9.6350 eV
E_LUMO   0.8 eV
Energy above the lowest of the compared OMol25 structures with the same formula, charge and spin   13.9 kcal per mole
E_HOMO   -8.88 eV

***

6.
2 unconnected molecules or ions with the total composition C10H16OS. Source: the OMol25 dataset; level of theory: ωB97M-V/def2-TZVPD.

Last column: Mulliken charge in e.
Positions of all 28 atoms, in Å:
C  -3.0114  1.5461  -1.6278  -1.136
C  -1.8648  1.7415  -0.5843  -0.296
C  -1.7133  0.6439  0.4608  0.580
C  -2.0747  -0.6524  0.1468  -0.383
C  -1.7566  -1.7155  1.0002  -0.759
C  -1.0845  -1.4463  2.1712  0.612
O  -0.4656  -2.3543  2.9789  -0.529
C  -0.9089  -0.1098  2.5805  -0.451
C  -1.2114  0.9409  1.7244  -0.668
H  -3.5676  0.6453  -1.3965  0.328
H  -2.6069  1.4368  -2.6315  0.298
H  -3.7334  2.3601  -1.6028  0.312
H  -0.9737  1.8162  -1.2095  0.156
H  -2.0081  2.6927  -0.0913  0.339
H  -2.6496  -0.8581  -0.7340  0.241
H  -1.9524  -2.7213  0.6459  0.296
H  -0.7298  -3.2850  2.8117  0.308
H  -0.5839  0.1222  3.5843  0.398
H  -1.0326  1.9417  2.0935  0.365
C  1.7310  -0.2640  -1.7960  -0.560
S  3.1125  0.9127  -1.7089  -0.066
C  4.3855  -0.3183  -1.8272  -0.834
H  1.4452  -0.5871  -2.7941  0.360
H  1.8827  -1.2324  -1.3149  0.279
H  0.9138  0.1464  -1.1976  -0.052
H  4.1962  -1.2694  -1.3309  0.271
H  5.3695  0.0618  -1.5558  0.309
H  4.4989  -0.6387  -2.8746  0.285

Orbital gap   9.1420 eV
E_LUMO   0.8 eV
Energy above the lowest of the compared OMol25 structures with the same formula, charge and spin   20.4 kcal per mole
E_HOMO   -8.37 eV

***

7.
A gas-phase ion, C10H16P (charge +1). Source: the OMol25 dataset; level of theory: ωB97M-V/def2-TZVPD.

Last column: Mulliken charge in e.
Positions of all 27 atoms, in Å:
C  2.6751  -0.5109  -0.1560  1.675
C  1.7815  0.3051  -0.2328  -1.023
C  -1.5117  0.3101  1.1813  -0.529
C  -0.4515  1.0921  1.0134  -0.361
C  -2.2692  -0.4237  0.0886  0.589
C  -1.5103  -1.4351  -0.6357  -0.165
C  3.7669  -1.4301  0.0171  -1.439
C  -3.0145  0.5630  -0.8225  -1.398
C  -0.3599  -2.1054  -0.1010  -0.959
C  1.2624  3.0429  -0.1083  -1.179
P  0.4644  1.4425  -0.5395  0.070
H  -1.9422  0.2265  2.1700  0.421
H  -0.0773  1.6214  1.8822  0.473
H  -3.0542  -1.0129  0.5979  0.373
H  -1.7965  -1.6404  -1.6589  0.426
H  3.6991  -2.2348  -0.7156  0.331
H  4.7093  -0.9055  -0.1297  0.347
H  3.7466  -1.8543  1.0200  0.319
H  -2.2962  1.1930  -1.3434  0.322
H  -3.6631  1.1999  -0.2280  0.391
H  -3.6197  0.0372  -1.5546  0.440
H  0.5410  -1.5154  -0.3999  -0.066
H  -0.2121  -3.0972  -0.5235  0.441
H  -0.3387  -2.1091  0.9858  0.377
H  1.9648  3.3109  -0.8976  0.380
H  1.7973  2.9700  0.8388  0.367
H  0.4960  3.8134  -0.0466  0.378

Orbital gap   6.2902 eV
E_LUMO   -5.9 eV
Energy above the lowest of the compared OMol25 structures with the same formula, charge and spin   72.9 kcal per mole
Charge   +1
E_HOMO   -12.21 eV

***

8.
C10H16Si in the gas phase. Source: the OMol25 dataset; level of theory: ωB97M-V/def2-TZVPD.

Last column: Löwdin spin population.
Positions of all 27 atoms, in Å:
C  -1.6567  -1.0707  -3.0626  0.056
C  -2.0972  -0.4785  -1.7874  0.098
C  -0.3708  -1.3702  -3.3594  -0.031
C  -1.2207  -0.4140  -0.8733  0.672
C  0.7420  -1.0036  -2.4035  0.037
C  1.0850  0.3178  -0.2354  0.043
C  0.2118  -0.7485  -0.9196  0.094
C  -0.7078  1.0392  1.4256  0.698
C  0.6806  0.4282  1.2787  0.075
C  1.8687  1.1960  1.8299  0.029
Si  -1.7792  0.0174  2.5749  0.113
H  -2.4475  -0.9622  -3.7924  0.007
H  -3.1492  -0.0579  -1.7905  0.021
H  -0.0053  -1.6850  -4.3883  0.001
H  1.5711  -1.7103  -2.3526  0.003
H  1.1233  -0.0109  -2.6612  0.000
H  2.1141  0.2710  -0.3139  0.001
H  0.8929  1.3002  -0.6878  0.001
H  0.3794  -1.6181  -0.2323  0.003
H  -0.8622  2.1255  1.1332  0.030
H  0.7600  -0.5702  1.7133  -0.001
H  1.9204  1.1445  2.9235  0.000
H  1.7541  2.2924  1.5472  0.001
H  2.8036  0.9160  1.4749  0.002
H  -0.9936  -0.2106  3.8674  0.028
H  -1.7673  -1.2802  1.8753  0.019
H  -3.0793  0.6169  2.7636  -0.003

Orbital gap (spin up / spin down)   8.1202 / 7.3329 eV
E_LUMO (spin up / spin down)   1.0 / -0.9 eV
Energy above the lowest of the compared OMol25 structures with the same formula, charge and spin   29.2 kcal per mole
Spin multiplicity   3
E_HOMO (spin up / spin down)   -7.11 / -8.26 eV
<S²>   2.02

***

9.
2 unconnected molecules or ions with the total composition C10H17BO7. Source: the OMol25 dataset; level of theory: ωB97M-V/def2-TZVPD.

Last column: Mulliken charge in e.
Positions of all 35 atoms, in Å:
C  4.7052  2.2514  -0.3886  -0.988
C  3.1459  1.9630  -0.8057  0.028
O  2.5478  2.9762  -1.7017  -0.472
B  1.2195  3.2599  -1.0514  0.374
O  1.2006  4.3926  -0.1035  -0.508
C  -0.0629  2.2751  -1.4040  0.318
C  -1.4007  2.7745  -0.5866  -0.644
C  -1.4995  1.6617  0.6132  -0.267
O  -0.7958  0.3833  0.2806  -0.294
C  -0.0042  0.6893  -0.9213  0.231
O  0.7104  -0.2378  -1.6169  -0.603
H  4.7920  3.2437  0.2263  0.272
H  5.0521  1.3340  0.2908  0.294
H  5.3393  2.2468  -1.3867  0.268
H  3.0676  0.9327  -1.3574  0.232
H  2.4812  1.9034  0.1831  0.115
H  0.8851  4.0061  0.7751  0.338
H  -0.2969  2.1803  -2.5493  0.269
H  -2.3193  2.9535  -1.3022  0.283
H  -1.3438  3.7879  -0.0023  0.250
H  -0.7730  2.1236  1.4332  0.176
H  -2.5536  1.5103  1.1527  0.324
C  -1.2329  -4.1155  -0.7317  -1.493
C  -1.6306  -3.3660  0.5234  0.777
C  -1.4185  -4.1420  1.7881  -0.472
O  -2.3616  -3.5502  2.6647  -0.315
C  -3.3737  -3.0775  1.8755  0.632
O  -4.4442  -2.6702  2.2948  -0.565
O  -3.0286  -3.1275  0.5542  -0.340
H  -1.6107  -3.6008  -1.6210  0.360
H  -0.1453  -4.2018  -0.8083  0.364
H  -1.6633  -5.1232  -0.7467  0.381
H  -1.1256  -2.3925  0.5550  0.060
H  -0.4038  -4.0368  2.1812  0.327
H  -1.6584  -5.2076  1.6935  0.288

Orbital gap   10.3025 eV
E_LUMO   0.1 eV
E_HOMO   -10.19 eV

***

E / eV: -12674.2921; -12675.3493; -12665.9784; -12665.6799; -14723.8712; -23511.4670; -19907.8409; -18500.5166; -25652.6182